[1]
Density functional theory data (wB97M-V/def2-TZVPD) for a cluster of 16 separate species, C34H57BFN16O5PS in total at a distorted geometry.

* orbital gap: 7.38 eV
* E: -3445.6582 Eh
* HOMO level: -8.656 eV

Each line ends with the Löwdin charge.
Element x y z (Å)
C: 3.40 -3.39 1.90  -0.188
C: 1.93 -4.01 1.51  -0.416
P: 0.52 -2.67 1.45  0.986
C: -0.78 -3.35 2.71  -0.390
C: -2.26 -2.67 2.43  -0.188
N: 1.22 -1.12 1.99  -0.446
O: 0.66 -0.65 3.12  -0.082
B: 1.66 -0.75 4.22  -0.484
O: 1.19 -1.50 5.44  0.042
O: 3.01 -0.14 4.21  0.072
S: 1.18 0.12 0.76  0.885
O: 2.66 0.59 0.48  -0.337
O: 0.43 1.36 1.38  -0.368
F: 0.32 -0.30 -0.67  -0.261
H: 4.20 -4.09 1.37  0.068
H: 3.56 -3.54 3.07  0.089
H: 3.56 -2.27 1.59  0.061
H: 1.67 -4.82 2.35  0.072
H: 1.94 -4.56 0.47  0.077
H: -0.40 -3.17 3.82  0.091
H: -0.82 -4.54 2.58  0.079
H: -2.76 -3.24 1.52  0.081
H: -2.90 -2.77 3.42  0.062
H: -2.04 -1.53 2.17  0.065
H: 0.23 -1.16 5.55  0.053
H: 3.71 -0.87 4.17  0.128
C: 0.18 1.21 -3.33  -0.098
C: -0.62 0.66 -4.50  -0.198
N: -1.29 0.20 -5.47  0.074
H: 0.96 1.89 -3.70  -0.002
H: -0.48 1.76 -2.65  0.050
H: 0.65 0.39 -2.78  0.058
C: 1.59 -8.43 1.97  -0.115
C: 2.76 -7.47 1.78  -0.185
N: 3.73 -6.69 1.61  0.104
H: 1.67 -9.27 1.28  0.076
H: 1.59 -8.81 3.00  0.063
H: 0.65 -7.90 1.79  0.026
C: 1.57 1.61 -7.68  -0.059
C: 1.95 2.08 -6.28  -0.167
N: 2.27 2.46 -5.12  0.101
H: 0.67 0.99 -7.63  0.072
H: 1.37 2.48 -8.32  0.010
H: 2.38 1.03 -8.11  0.079
C: 0.52 5.96 -7.81  -0.099
C: 0.46 4.82 -8.81  -0.190
N: 0.41 3.88 -9.65  0.091
H: 0.70 6.91 -8.33  0.075
H: -0.43 6.03 -7.27  0.074
H: 1.33 5.79 -7.09  0.036
C: 4.98 7.03 -5.99  -0.065
C: 4.18 6.48 -7.15  -0.178
N: 3.51 6.02 -8.12  0.110
H: 5.76 7.70 -6.36  0.082
H: 4.32 7.58 -5.31  0.070
H: 5.45 6.21 -5.44  0.071
C: -1.68 4.07 1.83  -0.068
C: -3.17 3.84 2.05  -0.203
N: -4.40 3.64 2.22  0.087
H: -1.30 4.77 2.58  0.079
H: -1.14 3.12 1.93  0.045
H: -1.51 4.48 0.84  0.050
C: -3.43 1.13 4.07  -0.111
C: -2.50 0.29 4.93  -0.174
N: -1.72 -0.40 5.64  0.120
H: -4.46 1.03 4.43  0.047
H: -3.14 2.19 4.13  0.050
H: -3.37 0.81 3.03  0.068
C: -7.57 -0.78 4.63  -0.077
C: -6.09 -1.09 4.45  -0.165
N: -4.87 -1.35 4.31  0.123
H: -8.16 -1.35 3.90  0.035
H: -7.90 -1.05 5.64  0.077
H: -7.75 0.29 4.47  0.079
C: -1.71 -8.86 5.27  -0.093
C: -1.00 -7.99 4.24  -0.138
N: -0.42 -7.26 3.39  0.094
H: -1.29 -8.68 6.26  0.071
H: -2.77 -8.63 5.28  0.083
H: -1.57 -9.92 5.01  0.049
C: -1.97 -13.15 6.03  -0.072
C: -2.22 -11.87 6.81  -0.193
N: -2.43 -10.80 7.46  0.105
H: -1.61 -13.93 6.71  0.079
H: -2.90 -13.48 5.56  0.079
H: -1.22 -12.97 5.26  0.075
C: 1.76 4.67 -2.21  -0.093
C: 0.27 4.44 -1.99  -0.194
N: -0.96 4.25 -1.82  0.086
H: 2.14 5.38 -1.46  0.032
H: 2.30 3.73 -2.11  0.072
H: 1.93 5.08 -3.20  0.060
C: -0.78 8.59 -2.35  -0.076
C: 0.70 8.28 -2.52  -0.196
N: 1.93 8.02 -2.66  0.093
H: -1.36 8.02 -3.07  0.076
H: -1.10 8.32 -1.34  0.077
H: -0.95 9.66 -2.50  0.075
C: 5.33 2.74 -7.00  -0.090
C: 6.50 3.69 -7.20  -0.213
N: 7.47 4.48 -7.36  0.085
H: 5.41 1.90 -7.69  0.077
H: 5.33 2.36 -5.98  0.074
H: 4.39 3.26 -7.19  0.040
C: 2.49 3.53 2.43  -0.066
C: 3.20 4.40 1.40  -0.181
N: 3.78 5.13 0.55  0.088
H: 2.91 3.71 3.42  0.082
H: 1.43 3.76 2.44  0.059
H: 2.63 2.47 2.17  0.045
C: -6.27 -0.23 0.28  -0.065
C: -7.11 -1.24 1.06  -0.185
N: -7.80 -2.08 1.70  0.095
H: -5.26 -0.63 0.13  0.076
H: -6.73 -0.04 -0.69  0.078
H: -6.20 0.70 0.84  0.072

[2]
Density functional theory data (wB97M-V/def2-TZVPD) for the molecule C3H7N3O.

* orbital gap: 10.24 eV
* E: -358.0174 Eh
* ΔE to the lowest compared entry with this formula, charge and spin: 20.4 kcal/mol
* SMILES: C=N[C@H](N)C(N)=O
* HOMO level: -9.388 eV

Each line ends with the Löwdin charge.
Element x y z (Å)
C: 0.01 0.05 -2.19  -0.016
N: 0.11 0.54 -1.03  -0.003
C: -0.51 -0.25 0.03  -0.393
N: -1.77 0.33 0.47  0.068
C: 0.49 -0.43 1.19  -0.506
N: 1.68 0.21 1.06  0.168
O: 0.18 -1.13 2.14  0.038
H: -0.58 -0.85 -2.39  0.084
H: 0.55 0.51 -3.03  0.074
H: -0.74 -1.27 -0.31  0.135
H: -1.94 -0.03 1.41  0.077
H: -1.67 1.34 0.55  0.076
H: 1.82 0.85 0.30  0.086
H: 2.36 0.13 1.81  0.113

[3]
Density functional theory data (wB97M-V/def2-TZVPD) for a structure of composition C28H29N3O3SSeTi.

* orbital gap (alpha / beta): 4.10 / 5.96 eV
* net charge: -2
* spin multiplicity: 3
* E: -5123.5511 Eh
* ΔE to the lowest compared entry with this formula, charge and spin: 35.6 kcal/mol
* HOMO level (alpha / beta): 0.312 / -1.543 eV

Each line ends with the Löwdin charge.
Element x y z (Å)
Ti: -0.56 0.74 0.06  0.445
O: 1.40 0.91 -0.78  -0.176
C: 2.09 2.16 -0.69  -0.305
C: 0.97 3.25 -0.43  -0.586
O: 1.30 4.42 -0.59  0.025
O: -0.14 2.79 -0.03  -0.096
C: 3.00 2.18 0.52  -0.139
C: 3.94 3.20 0.66  -0.026
C: 4.76 3.25 1.78  -0.097
C: 4.64 2.29 2.78  -0.113
C: 3.70 1.28 2.65  -0.077
C: 2.87 1.23 1.53  0.002
C: 2.85 2.37 -1.98  -0.126
C: 2.41 3.20 -3.01  -0.001
C: 3.11 3.27 -4.20  -0.083
C: 4.26 2.52 -4.39  -0.111
C: 4.71 1.69 -3.38  -0.096
C: 4.02 1.62 -2.18  -0.026
H: 1.98 0.16 -0.99  0.070
H: 4.01 3.96 -0.10  0.121
H: 5.48 4.05 1.88  0.091
H: 5.28 2.33 3.65  0.087
H: 3.59 0.54 3.43  0.101
H: 2.12 0.45 1.46  0.102
H: 1.52 3.79 -2.86  0.118
H: 2.75 3.92 -4.99  0.095
H: 4.81 2.58 -5.33  0.088
H: 5.61 1.09 -3.52  0.094
H: 4.38 0.98 -1.39  0.124
Se: -2.39 0.75 -1.99  0.533
C: -3.99 0.04 -1.26  -0.705
C: -4.11 -1.31 -0.90  -0.142
C: -5.32 -1.77 -0.41  -0.187
N: -6.42 -1.03 -0.25  0.011
C: -6.30 0.25 -0.59  -0.207
C: -5.14 0.83 -1.09  -0.149
H: -3.25 -1.96 -0.96  0.061
H: -5.41 -2.82 -0.12  0.084
H: -7.18 0.86 -0.45  0.082
H: -5.11 1.88 -1.33  0.082
C: -2.83 -0.80 2.42  -0.109
C: -2.13 0.51 2.79  -0.559
C: -2.89 1.70 2.21  -0.104
C: -0.68 0.49 2.30  -0.287
H: -3.92 -0.74 2.59  0.067
H: -2.43 -1.63 3.00  0.068
H: -2.65 -1.03 1.37  0.040
H: -2.18 0.60 3.90  0.104
H: -2.89 1.67 1.11  0.048
H: -2.41 2.65 2.50  0.071
H: -3.93 1.72 2.54  0.065
H: -0.19 -0.42 2.68  0.012
H: -0.15 1.34 2.76  0.022
C: 0.76 -6.77 -0.33  -0.059
C: -0.17 -5.59 -0.22  -0.381
C: -1.54 -5.75 -0.06  -0.066
C: -2.27 -4.57 0.01  -0.162
N: -1.74 -3.37 -0.05  0.040
C: -0.39 -3.30 -0.19  -0.830
S: 0.36 -1.77 -0.29  0.609
N: 0.40 -4.39 -0.29  0.065
H: 0.21 -7.71 -0.32  0.059
H: 1.47 -6.76 0.50  0.071
H: 1.34 -6.70 -1.25  0.070
H: -2.01 -6.72 -0.01  0.080
H: -3.36 -4.60 0.13  0.095